A cluster of 2 separate species, C32H50ClI2N4O7S in total at a distorted geometry, computed with wB97M-V/def2-TZVPD.

As for the total charge: +1. For the LUMO energy, the calculation gives -3.30 eV. For the largest force on an atom, the calculation gives 7.5 eV/Å. For the HOMO energy, the calculation gives -0.4155 Eh. Its total energy is -3448.1440 a.u. The HOMO-LUMO gap comes out at 8.01 eV.

The geometry in XYZ format:
```
97
C32H50ClI2N4O7S (wB97M-V/def2-TZVPD)
C -2.939 -1.566 3.329
C -2.941 -1.352 1.739
C -1.413 -1.359 1.229
C -0.860 0.095 1.536
N 0.361 0.657 1.074
C 1.053 0.814 -0.197
C 2.198 -0.332 0.058
I 2.064 -1.814 1.695
C 3.381 -0.559 -0.608
C 4.406 -1.725 -0.284
I 4.078 0.616 -2.232
C 1.742 2.293 0.059
C 2.833 2.515 1.163
C 4.254 1.921 1.300
C 4.296 0.870 2.517
Cl 5.282 1.539 3.925
O 0.610 3.065 0.696
C 0.581 4.361 0.351
N 0.552 5.463 0.039
N 2.138 3.083 -1.070
C 1.565 2.886 -2.381
O 0.960 4.131 -2.812
C 1.396 4.499 -4.116
C 0.891 3.527 -5.261
C 1.239 4.095 -6.709
O -0.552 3.388 -5.241
C 0.725 1.608 -2.621
N 0.241 0.732 -1.448
C 0.029 -0.601 -2.159
C 1.047 -1.702 -2.540
C 0.988 -2.956 -1.514
C 0.271 -4.197 -2.103
C 0.524 -4.836 -3.389
C -0.234 -6.021 -3.822
C -1.248 -6.616 -2.943
C -1.508 -6.027 -1.616
C -0.763 -4.830 -1.244
C -1.244 1.109 -1.360
S -2.011 2.679 -0.967
O -1.683 3.875 -1.732
O -2.190 3.040 0.452
H -1.926 -1.848 3.716
H -3.643 -2.412 3.564
H -3.263 -0.605 3.799
H -3.499 -0.439 1.414
H -3.406 -2.286 1.312
H -0.944 -2.190 1.811
H -1.472 -1.658 0.151
H -1.753 0.757 1.280
H -0.903 0.130 2.670
H 0.944 0.847 1.889
H 5.277 -1.730 -0.987
H 4.849 -1.609 0.747
H 3.922 -2.739 -0.397
H 3.016 3.639 1.106
H 2.351 2.447 2.187
H 4.810 1.495 0.438
H 4.958 2.717 1.698
H 3.286 0.662 2.944
H 4.792 -0.092 2.245
H 3.114 3.366 -1.076
H 2.446 2.859 -3.106
H 0.907 5.497 -4.334
H 2.509 4.708 -4.193
H 1.372 2.506 -5.162
H 2.335 4.292 -6.824
H 0.642 5.053 -6.794
H 0.854 3.421 -7.521
H -0.870 4.307 -5.137
H 1.340 0.950 -3.302
H -0.130 1.921 -3.294
H -0.357 -0.343 -3.198
H -0.850 -1.197 -1.766
H 0.691 -2.237 -3.479
H 2.091 -1.435 -2.827
H 0.367 -2.594 -0.654
H 2.018 -3.159 -1.131
H 1.295 -4.412 -4.073
H -0.082 -6.509 -4.810
H -1.822 -7.520 -3.250
H -2.244 -6.453 -0.892
H -0.984 -4.388 -0.233
H -1.763 0.876 -2.345
H -1.836 0.368 -0.734
H -3.367 2.484 -1.299
O -3.963 -3.218 5.948
C -4.165 -2.213 6.569
O -3.576 -1.018 6.287
C -3.949 -0.054 7.284
C -5.235 -0.580 7.887
C -5.052 -2.084 7.784
H -3.143 0.015 8.020
H -4.085 0.921 6.817
H -5.410 -0.227 8.903
H -6.086 -0.271 7.273
H -4.528 -2.491 8.650
H -5.999 -2.596 7.632
```

Mulliken population analysis, charges in e, atoms 1 to 2: C -0.945; C -0.758